Entry from the Open Molecules 2025 dataset: a molecular structure, CN3O2S at a distorted geometry (ωB97M-V with the def2-TZVPD basis set).

Geometry (Å):
C (2.530, 0.117, -0.045)
N (3.502, 0.657, -0.320)
N (-0.960, 0.731, 0.207)
N (-1.719, -0.155, -0.010)
O (-2.800, 0.701, 0.249)
O (-1.765, -1.314, -0.376)
S (1.212, -0.737, 0.294)

DFT total energy, a.u.: -750.89429
LUMO level (alpha / beta), Eh: 0.089 / 0.089
ΔE to the lowest compared entry with this formula, charge and spin, eV: 2.373
Highest occupied orbital energy (alpha / beta), eV: -4.53 / -4.54
Total charge: -1

Entry from the Open Molecules 2025 dataset: a molecular structure, Cl3HgIO12 at a distorted geometry (ωB97M-V with the def2-TZVPD basis set).

Geometry (Å):
Hg (-3.617, -1.247, -0.310)
I (-4.514, 1.190, -1.668)
Cl (-0.801, -2.570, 2.702)
O (-1.787, -2.018, 1.732)
O (-0.228, -1.735, 3.711)
O (-1.252, -3.636, 3.436)
O (0.270, -2.949, 1.965)
Cl (-4.338, 1.473, 2.690)
O (-3.240, 2.073, 1.981)
O (-5.458, 2.362, 2.534)
O (-4.387, 0.077, 2.166)
O (-4.225, 1.195, 4.166)
Cl (-2.118, -3.803, -2.468)
O (-0.790, -3.967, -2.560)
O (-2.463, -2.538, -2.919)
O (-2.811, -4.800, -3.125)
O (-2.515, -3.832, -1.032)

DFT total energy, a.u.: -2733.74008
LUMO level (alpha / beta), Eh: 0.247 / 0.239
Multiplicity: 2
Highest occupied orbital energy (alpha / beta), eV: 1.13 / -0.42
Total charge: -3

Entry from the Open Molecules 2025 dataset: 3 unconnected molecules or ions with the total composition C8H13O2S at a distorted geometry (ωB97M-V with the def2-TZVPD basis set).

Geometry (Å):
O (-2.970, 0.154, -0.353)
H (-2.222, -0.298, -0.008)
C (-1.158, 3.779, -0.839)
S (-0.384, 2.177, -0.785)
O (1.034, 2.472, -1.387)
C (-0.068, 2.169, 1.037)
H (-1.173, 4.084, -1.908)
H (-0.441, 4.597, -0.443)
H (-2.091, 3.787, -0.218)
H (-0.001, 1.092, 1.402)
H (-1.069, 2.415, 1.425)
H (0.784, 2.919, 1.267)
C (1.380, -1.866, -1.237)
C (-0.025, -1.611, -0.748)
C (-0.456, -2.060, 0.490)
C (0.315, -2.951, 1.331)
C (1.655, -3.324, 0.956)
C (2.092, -2.755, -0.450)
H (1.849, -1.432, -2.149)
H (-0.644, -1.067, -1.249)
H (-1.571, -1.989, 0.853)
H (-0.185, -3.340, 2.380)
H (2.224, -3.933, 1.724)
H (3.136, -3.022, -1.090)

DFT total energy, a.u.: -861.13320
LUMO level, Eh: 0.125
ΔE to the lowest compared entry with this formula, charge and spin, eV: 2.687
Highest occupied orbital energy, eV: -2.78
Total charge: -1

Entry from the Open Molecules 2025 dataset: a molecular structure, C28H41CrN2O5Sb (ωB97M-V with the def2-TZVPD basis set).

Geometry (Å):
Cr (0.689, 1.304, 0.342)
O (-5.104, 3.128, -0.297)
C (-3.830, 2.686, -0.146)
C (-3.519, 1.326, -0.175)
C (-2.196, 0.976, -0.016)
N (-1.266, 1.900, 0.150)
C (-1.544, 3.194, 0.201)
C (-2.837, 3.645, 0.051)
C (-0.282, 4.026, 0.444)
O (-0.373, 5.238, 0.518)
O (0.771, 3.294, 0.543)
C (-1.609, -0.434, 0.012)
O (-2.359, -1.387, -0.113)
O (-0.335, -0.433, 0.186)
H (-5.688, 2.373, -0.424)
H (-4.266, 0.555, -0.314)
H (-3.063, 4.701, 0.089)
C (-0.263, -6.706, 0.214)
C (0.972, -5.935, -0.242)
C (1.387, -6.378, -1.643)
Sb (0.622, -3.778, -0.289)
C (2.724, -3.197, -0.273)
C (3.729, -4.221, 0.237)
C (3.118, -2.704, -1.662)
C (0.247, -3.462, 1.827)
C (1.155, -4.228, 2.781)
C (-1.227, -3.684, 2.158)
H (-0.115, -7.786, 0.099)
H (-1.144, -6.435, -0.377)
H (-0.502, -6.516, 1.262)
H (1.792, -6.136, 0.451)
H (0.583, -6.194, -2.362)
H (1.612, -7.451, -1.670)
H (2.270, -5.845, -2.004)
H (2.731, -2.330, 0.395)
H (3.795, -5.084, -0.432)
H (3.491, -4.597, 1.232)
H (4.728, -3.771, 0.280)
H (3.096, -3.516, -2.397)
H (4.131, -2.286, -1.655)
H (2.444, -1.922, -2.011)
H (0.457, -2.392, 1.925)
H (1.158, -5.303, 2.579)
H (0.815, -4.097, 3.816)
H (2.186, -3.877, 2.732)
H (-1.485, -4.747, 2.142)
H (-1.881, -3.167, 1.457)
H (-1.448, -3.317, 3.168)
C (2.975, 2.869, -2.221)
C (3.316, 1.421, -2.587)
C (2.086, 0.647, -3.067)
C (4.095, 0.734, -1.479)
C (5.397, 0.330, -1.751)
C (6.208, -0.220, -0.771)
C (5.729, -0.312, 0.527)
C (4.441, 0.092, 0.858)
C (4.056, 0.104, 2.328)
C (3.694, 1.512, 2.815)
C (2.975, -0.910, 2.709)
C (3.585, 0.558, -0.169)
N (2.280, 0.865, 0.123)
H (2.513, 3.374, -3.074)
H (3.878, 3.419, -1.947)
H (2.284, 2.915, -1.380)
H (4.009, 1.464, -3.436)
H (1.405, 0.431, -2.245)
H (2.376, -0.294, -3.539)
H (1.546, 1.240, -3.810)
H (5.781, 0.457, -2.758)
H (7.216, -0.538, -1.008)
H (6.376, -0.686, 1.314)
H (4.967, -0.190, 2.862)
H (2.715, 1.813, 2.447)
H (4.424, 2.247, 2.469)
H (3.679, 1.534, 3.908)
H (2.056, -0.722, 2.155)
H (2.753, -0.833, 3.777)
H (3.307, -1.932, 2.510)

DFT total energy, a.u.: -2862.07262
LUMO level (alpha / beta), Eh: 0.083 / 0.083
Multiplicity: 2
ΔE to the lowest compared entry with this formula, charge and spin, eV: 0.000
Highest occupied orbital energy (alpha / beta), eV: -4.64 / -3.80
Total charge: -1

Entry from the Open Molecules 2025 dataset: a gas-phase ion, C5H8N2S (charge +2) at a distorted geometry (ωB97M-V with the def2-TZVPD basis set).

Geometry (Å):
C (1.900, 0.707, 0.629)
C (1.277, 0.841, 1.823)
C (-0.161, 0.177, 0.174)
C (-0.864, 0.153, 2.534)
C (-0.965, -1.184, -2.106)
N (1.066, 0.345, -0.371)
N (-0.036, 0.415, 1.554)
S (-1.687, -0.554, -0.680)
H (2.933, 0.951, 0.411)
H (1.626, 1.223, 2.710)
H (-1.841, -0.297, 2.679)
H (-0.355, 0.406, 3.559)
H (-0.202, -2.040, -1.993)
H (-0.655, -0.377, -2.828)
H (-1.735, -1.789, -2.623)
H (1.433, 0.093, -1.284)

DFT total energy, a.u.: -702.24349
LUMO level (alpha / beta), Eh: -0.427 / -0.427
ΔE to the lowest compared entry with this formula, charge and spin, eV: 0.233
Highest occupied orbital energy (alpha / beta), eV: -18.22 / -18.22
Total charge: +2

Entry from the Open Molecules 2025 dataset: 4 unconnected molecules or ions with the total composition C18H22O12 at a distorted geometry (ωB97M-V with the def2-TZVPD basis set).

Geometry (Å):
C (-1.320, -2.217, -0.099)
C (-1.397, -0.936, -1.084)
C (-0.457, 0.300, -0.852)
C (-0.539, 1.546, -1.809)
C (-1.501, 1.599, -3.042)
C (-2.387, 0.341, -3.276)
C (-2.369, -0.909, -2.316)
C (-3.376, -2.087, -2.688)
O (-4.300, -2.468, -1.634)
C (-4.810, -1.355, -0.931)
O (-4.917, -1.482, 0.325)
O (-5.262, -0.142, -1.507)
H (-0.243, -2.556, 0.091)
H (-1.984, -3.074, -0.494)
H (-1.788, -1.892, 0.909)
H (0.287, 0.298, 0.025)
H (0.144, 2.436, -1.623)
H (-1.552, 2.497, -3.766)
H (-3.084, 0.322, -4.194)
H (-2.725, -2.999, -2.976)
H (-3.966, -1.780, -3.616)
H (-4.715, 0.553, -1.051)
O (2.950, -0.558, -0.803)
C (2.847, -0.954, 0.323)
O (3.886, -1.409, 1.075)
C (3.403, -1.567, 2.403)
C (1.929, -1.739, 2.210)
O (1.673, -1.008, 1.016)
H (3.863, -2.430, 2.882)
H (3.649, -0.668, 2.977)
H (1.646, -2.784, 2.053)
H (1.350, -1.337, 3.042)
O (-1.032, 2.911, -5.492)
C (-0.146, 3.691, -5.278)
O (0.127, 4.775, -6.054)
C (1.082, 5.560, -5.354)
C (1.741, 4.563, -4.449)
O (0.715, 3.605, -4.229)
H (1.786, 6.024, -6.046)
H (0.557, 6.345, -4.801)
H (2.592, 4.067, -4.923)
H (2.068, 5.007, -3.508)
O (3.104, -2.948, 4.984)
C (2.413, -2.439, 5.821)
O (1.226, -1.822, 5.566)
C (0.614, -1.558, 6.822)
C (1.779, -1.528, 7.764)
O (2.714, -2.402, 7.147)
H (0.072, -0.612, 6.798)
H (-0.088, -2.365, 7.050)
H (2.226, -0.533, 7.846)
H (1.517, -1.881, 8.763)

DFT total energy, a.u.: -1601.81638
SMILES: Cc1ccccc1COC(=O)O.O=C1OCCO1.O=C1OCCO1.O=C1OCCO1
LUMO level, Eh: 0.012
ΔE to the lowest compared entry with this formula, charge and spin, eV: 5.420
Highest occupied orbital energy, eV: -8.09

Copy entry 3 word for word.
Entry from the Open Molecules 2025 dataset: 3 unconnected molecules or ions with the total composition C8H13O2S at a distorted geometry (ωB97M-V with the def2-TZVPD basis set).

Geometry (Å):
O (-2.970, 0.154, -0.353)
H (-2.222, -0.298, -0.008)
C (-1.158, 3.779, -0.839)
S (-0.384, 2.177, -0.785)
O (1.034, 2.472, -1.387)
C (-0.068, 2.169, 1.037)
H (-1.173, 4.084, -1.908)
H (-0.441, 4.597, -0.443)
H (-2.091, 3.787, -0.218)
H (-0.001, 1.092, 1.402)
H (-1.069, 2.415, 1.425)
H (0.784, 2.919, 1.267)
C (1.380, -1.866, -1.237)
C (-0.025, -1.611, -0.748)
C (-0.456, -2.060, 0.490)
C (0.315, -2.951, 1.331)
C (1.655, -3.324, 0.956)
C (2.092, -2.755, -0.450)
H (1.849, -1.432, -2.149)
H (-0.644, -1.067, -1.249)
H (-1.571, -1.989, 0.853)
H (-0.185, -3.340, 2.380)
H (2.224, -3.933, 1.724)
H (3.136, -3.022, -1.090)

DFT total energy, a.u.: -861.13320
LUMO level, Eh: 0.125
ΔE to the lowest compared entry with this formula, charge and spin, eV: 2.687
Highest occupied orbital energy, eV: -2.78
Total charge: -1

Question: Which of these has the lowest DFT total energy?
Answer: C28H41CrN2O5Sb